A molecular structure, C33H57FeN13. Source: the OMol25 dataset; level of theory: ωB97M-V/def2-TZVPD.

Structure (ORCA input):
```
! wB97M-V def2-TZVPD RIJCOSX def2/J DEFGRID3
* xyz 3 6
Fe -0.52351 -0.08546 -0.03794
C -2.91949 1.51285 4.81805
N -1.66443 1.49386 4.04605
C -0.55151 2.16665 4.72340
C -1.56958 0.84149 2.88961
N -0.64239 0.91061 1.95765
C 0.46829 1.85737 1.89871
C 1.77068 1.12041 1.67023
N 1.71995 0.23486 0.49284
C 2.26631 0.80906 -0.74286
C 1.58510 2.09840 -1.08629
N 0.14135 1.88034 -1.06632
C -0.67557 2.79748 -1.52579
N -2.05246 2.46427 -1.53316
C -2.90952 3.40683 -0.80964
C -2.66708 1.97117 -2.76965
N -0.31169 4.02761 -1.92399
C 0.68910 4.86157 -1.24750
C -1.01985 4.71473 -3.01112
C 2.33818 -1.06522 0.75602
C 1.37868 -1.92768 1.52528
N 0.17763 -2.07787 0.71837
C -0.47323 -3.24129 0.73180
N -1.36118 -3.48523 -0.29128
C -0.82075 -3.67191 -1.63569
C -2.61570 -4.19162 -0.04286
N -0.32138 -4.18709 1.66789
C -0.03782 -3.94904 3.08451
C -0.48188 -5.61107 1.35347
N -2.64597 -0.04381 2.65274
C -2.48567 -1.35877 3.26912
C -3.14648 -0.10072 1.31691
H -3.04048 2.50366 5.25082
H -2.89405 0.78203 5.62795
H -3.77018 1.30056 4.18329
H -0.78737 2.22781 5.78180
H -0.40661 3.18413 4.35947
H 0.37245 1.59928 4.62541
H 0.58831 2.48174 2.77566
H 0.26775 2.51396 1.05569
H 1.98643 0.50447 2.54216
H 2.57615 1.85378 1.58007
H 2.09603 0.08408 -1.54267
H 3.34544 0.97329 -0.66117
H 1.92538 2.42157 -2.07366
H 1.88472 2.86772 -0.37495
H -2.38993 3.79413 0.06641
H -3.80219 2.87470 -0.47728
H -3.24229 4.24644 -1.42619
H -1.92943 1.45278 -3.37767
H -3.10599 2.78400 -3.35470
H -3.47035 1.27920 -2.52694
H 0.81407 4.56305 -0.21003
H 0.32166 5.88622 -1.25187
H 1.65346 4.84836 -1.75701
H -1.41401 4.00608 -3.73116
H -0.29853 5.34460 -3.52811
H -1.82206 5.35619 -2.64371
H 3.27854 -0.96399 1.30476
H 2.55803 -1.54450 -0.19773
H 1.13986 -1.44895 2.47983
H 1.85902 -2.88618 1.72447
H 0.04474 -3.03262 -1.77520
H -1.58018 -3.42854 -2.37397
H -0.52087 -4.71277 -1.79686
H -2.89806 -4.10267 1.00463
H -2.56862 -5.24914 -0.31341
H -3.39140 -3.72755 -0.65449
H -0.04535 -2.89289 3.32271
H 0.92505 -4.37916 3.36225
H -0.80860 -4.44249 3.67859
H -0.41966 -5.78596 0.28445
H -1.42115 -6.00686 1.74103
H 0.33398 -6.15120 1.83256
H -2.00766 -1.26331 4.24309
H -1.87117 -2.00664 2.63340
H -3.46166 -1.82348 3.40803
H -2.45576 -0.66966 0.63306
H -3.30054 0.90323 0.92164
H -4.09914 -0.62948 1.31436
N -2.66215 -2.89890 -6.52973
C -3.68162 -3.40530 -7.29816
C -3.70404 -4.09010 -8.51277
C -4.93860 -4.46914 -8.97929
C -6.12646 -4.20059 -8.26258
C -6.10762 -3.52900 -7.06762
C -4.85754 -3.14063 -6.56670
N -4.54169 -2.51254 -5.39030
C -3.23743 -2.37303 -5.39924
C -2.54228 -1.77731 -4.27899
C -3.27983 -1.52715 -3.10819
C -2.64959 -0.99477 -2.01506
N -1.33384 -0.68217 -2.00074
C -0.63605 -0.89993 -3.12392
C -1.18413 -1.43673 -4.26626
H -1.68804 -2.89725 -6.77653
H -2.79943 -4.32658 -9.05783
H -5.00038 -4.99624 -9.92184
H -7.07053 -4.52922 -8.67564
H -7.01246 -3.28469 -6.52812
H -4.33457 -1.76619 -3.09599
H -3.20932 -0.81412 -1.10955
H 0.41169 -0.62144 -3.10236
H -0.55203 -1.58339 -5.13125
*
```

Gap between HOMO and LUMO (alpha / beta) (Ha): 0.24606 / 0.14968
HOMO energy (alpha / beta) (eV): -14.18 / -14.17
LUMO (alpha / beta) (eV): -7.488 / -10.092
Calculated total energy (a.u.): -3266.3088
Energy relative to the best compared isomer or geometry (same formula, charge and spin) (kcal per mole): 26.5

Atomic partial charges in e from the Mulliken method, atoms 1 to 4:
1 Fe 1.646
2 C -1.155
3 N 0.206
4 C -1.111

8 unconnected molecules or ions with the total composition C46H101ClN10O8PS2. Source: the OMol25 dataset; level of theory: ωB97M-V/def2-TZVPD.

Structure (ORCA input):
```
! wB97M-V def2-TZVPD RIJCOSX def2/J DEFGRID3
* xyz 1 1
C 2.36409 0.29108 4.12735
C 1.97389 -0.80719 3.13917
C 1.84053 -2.18698 3.77953
C 0.54248 -2.47247 4.58186
C -0.63878 -1.54796 4.32119
C -1.49935 -1.90975 3.09976
C -0.76299 -2.50682 1.89931
C -1.81138 -2.94230 0.84406
N -1.58680 -2.36823 -0.49175
C -0.27270 -2.67887 -1.06748
C 0.05205 -4.19076 -1.07815
C 0.80063 -4.59841 -2.35827
C 2.18620 -5.21548 -2.09577
C 3.26762 -4.72930 -3.06684
C 4.52534 -4.17274 -2.38562
C 4.25799 -3.11722 -1.31258
C 4.25189 -1.69085 -1.90877
C -1.95669 -1.06778 -0.58360
S -3.45619 -0.50024 -0.19112
S -0.74488 0.05260 -1.27701
C -0.77740 1.59710 -0.30342
C -1.10661 1.51960 1.20652
C -2.38342 2.16971 1.71228
N -2.67609 3.54077 1.16915
P -1.14937 4.54728 0.93201
C -0.29730 4.47676 2.55785
O -1.55363 6.11453 0.82730
C -3.55049 4.28923 2.18071
C -4.53132 5.24800 1.52258
N -5.55332 4.58233 0.70204
C -5.01800 3.29215 0.25414
C -3.55188 3.34590 -0.06362
Cl -3.19156 4.46107 -1.39868
H 2.74700 1.14650 3.57591
H 1.52471 0.61649 4.73586
H 3.16023 -0.02635 4.79574
H 1.08020 -0.46776 2.62173
H 2.77750 -0.86266 2.40881
H 2.67045 -2.26828 4.47795
H 2.03408 -2.95192 3.03478
H 0.76289 -2.49123 5.64397
H 0.21146 -3.47426 4.32147
H -0.36273 -0.49691 4.30341
H -1.29743 -1.63589 5.18284
H -2.19677 -2.67670 3.43691
H -2.13043 -1.08518 2.78005
H -0.05927 -1.79209 1.47903
H -0.19492 -3.38290 2.18144
H -1.82541 -4.02337 0.80036
H -2.78876 -2.66808 1.20863
H 0.54766 -2.18516 -0.55408
H -0.28170 -2.37748 -2.10625
H 0.73257 -4.35395 -0.24598
H -0.82857 -4.79179 -0.88360
H 0.19754 -5.35623 -2.85124
H 0.90861 -3.77562 -3.06046
H 2.08659 -6.28144 -2.26743
H 2.48653 -5.10540 -1.05830
H 3.58659 -5.57765 -3.66557
H 2.89671 -3.98723 -3.77629
H 5.07911 -4.99296 -1.94223
H 5.16737 -3.73249 -3.14325
H 3.30293 -3.25357 -0.81579
H 5.07560 -3.16144 -0.60273
H 5.25203 -1.27673 -1.88783
H 3.95226 -1.74390 -2.95292
H 3.56261 -1.04490 -1.37319
H 0.24208 1.95777 -0.37761
H -1.35921 2.31759 -0.86157
H -0.25270 1.89619 1.75616
H -1.16918 0.47883 1.49150
H -2.29681 2.26580 2.79071
H -3.26244 1.56273 1.56127
H 0.07827 5.46786 2.77384
H 0.54169 3.80670 2.42638
H -0.94126 4.08726 3.34428
H -1.47712 6.40214 -0.09919
H -4.10838 3.59025 2.79356
H -2.92965 4.87257 2.85075
H -4.06296 6.02253 0.92512
H -5.03481 5.76003 2.33684
H -6.36919 4.38770 1.26860
H -5.21127 2.52219 1.00397
H -5.48600 2.92570 -0.64972
H -3.33883 2.35571 -0.44328
C 0.60800 9.92314 3.98299
O 0.70168 8.93044 4.67970
N 0.04367 9.94789 2.75986
C -0.04768 11.16081 1.97331
C -0.48758 8.70500 2.22548
H 0.98384 10.90894 4.30763
H -1.09428 11.39251 1.76309
H 0.48409 11.03375 1.02776
H 0.39413 11.99415 2.51522
H -1.26032 8.32325 2.89637
H 0.30631 7.96260 2.15797
H -0.91361 8.87428 1.23907
C -4.64148 -4.45290 5.39777
O -3.45825 -4.17199 5.33054
N -5.60202 -3.86701 4.65752
C -7.00233 -4.22957 4.76408
C -5.19381 -2.83613 3.72379
H -5.02761 -5.22546 6.08329
H -7.36833 -4.59141 3.80141
H -7.59117 -3.36050 5.06391
H -7.13074 -5.01400 5.50631
H -4.48027 -3.25757 3.01435
H -4.70018 -2.02965 4.26998
H -6.05570 -2.44527 3.18895
C -6.96043 1.47918 -2.87611
O -6.36556 1.36415 -1.81519
N -6.39839 1.31085 -4.08101
C -7.15238 1.45599 -5.31333
C -4.98642 0.97059 -4.14727
H -8.03140 1.73313 -2.92538
H -7.13004 0.52074 -5.87480
H -6.71684 2.24823 -5.92452
H -8.18664 1.70956 -5.09314
H -4.80394 0.03397 -3.61935
H -4.39328 1.75256 -3.66925
H -4.68299 0.86813 -5.18587
C 0.75316 -7.47904 -5.16540
O 1.29078 -7.70933 -4.09788
N 1.35790 -7.57847 -6.36260
C 0.66569 -7.29238 -7.60381
C 2.75260 -7.98753 -6.40471
H -0.30222 -7.16200 -5.23794
H 0.66328 -8.17768 -8.24239
H 1.16570 -6.47695 -8.13033
H -0.36313 -7.00232 -7.40138
H 2.86449 -8.97297 -5.95220
H 3.36376 -7.28211 -5.84068
H 3.09396 -8.02035 -7.43600
C 2.27624 5.83619 0.56623
O 1.71171 6.43716 1.47385
N 3.57649 5.55822 0.51202
C 4.12847 4.79462 -0.59672
C 4.44380 6.02177 1.58500
H 1.71702 5.45738 -0.30835
H 4.59696 3.88682 -0.21315
H 4.87572 5.38685 -1.12860
H 3.32143 4.50140 -1.27518
H 4.11245 5.60781 2.53778
H 4.40153 7.10882 1.65431
H 5.46518 5.70902 1.38810
C 1.51385 3.22300 -3.10094
O 2.53088 3.07034 -2.44212
N 0.98737 2.29478 -3.91092
C -0.22811 2.52920 -4.66721
C 1.66307 1.00967 -4.03056
H 0.92954 4.16000 -3.07469
H -0.98887 1.79919 -4.38201
H -0.02608 2.43319 -5.73519
H -0.60720 3.52988 -4.46927
H 1.72067 0.52697 -3.05418
H 2.67828 1.15743 -4.39823
H 1.11591 0.37143 -4.71910
C 7.86760 -4.32573 0.16951
O 7.36981 -4.40758 -0.93780
N 7.52840 -5.10004 1.21727
C 8.15571 -4.96044 2.51698
C 6.49759 -6.10785 1.02964
H 8.65595 -3.59140 0.40934
H 8.64492 -5.89506 2.79765
H 7.40410 -4.71383 3.26972
H 8.90055 -4.16812 2.49074
H 6.79948 -6.80795 0.25007
H 5.56548 -5.63316 0.71886
H 6.33809 -6.64695 1.95986
*
```

Gap between HOMO and LUMO (Ha): 0.30833
HOMO energy (eV): -10.41
LUMO (eV): -2.020
Calculated total energy (a.u.): -4560.4787

Atomic partial charges in e from the Mulliken method, atoms 1 to 4:
1 C -1.452
2 C 0.889
3 C -0.734
4 C -1.103

A gas-phase ion, C4H10N3 (charge +1). Source: the OMol25 dataset; level of theory: ωB97M-V/def2-TZVPD.

Structure (ORCA input):
```
! wB97M-V def2-TZVPD RIJCOSX def2/J DEFGRID3
* xyz 1 1
C 1.30395 0.40512 0.04543
C -0.22750 -0.28321 0.06382
C 2.49522 -0.46931 0.13789
C -2.61798 0.54621 -0.03634
N 1.22464 1.61653 -0.26400
N -0.54479 -1.52754 -0.04814
N -1.18218 0.66277 0.06475
H 2.87506 -0.69983 1.11586
H 2.36908 -1.46410 -0.26477
H 3.22869 -0.01135 -0.42091
H -2.95199 -0.34886 0.52262
H -2.87986 0.71559 -1.01798
H -2.99082 1.48425 0.38443
H 2.17438 2.05484 -0.30830
H -0.04525 -2.39934 -0.00874
H -1.58832 -1.85775 0.05042
H -0.64234 1.57598 -0.01606
*
```

Gap between HOMO and LUMO (Ha): 0.39558
SMILES string: [H]/N=C(C)/C(N)=[NH+]/C
HOMO energy (eV): -14.65
LUMO (eV): -3.888
Calculated total energy (a.u.): -322.4079
Energy relative to the best compared isomer or geometry (same formula, charge and spin) (kcal per mole): 33.1

Atomic partial charges in e from the Mulliken method, atoms 1 to 4:
1 C 0.824
2 C 0.364
3 C -1.254
4 C -0.992

A molecular structure, C27H60ClN3Si4Zr. Source: the OMol25 dataset; level of theory: ωB97M-V/def2-TZVPD.

Structure (ORCA input):
```
! wB97M-V def2-TZVPD RIJCOSX def2/J DEFGRID3
* xyz 2 1
Zr -1.19144 -0.08937 1.27860
C -3.21028 2.08185 3.76781
C -2.92685 1.85769 2.30491
C -2.03310 2.72479 1.64483
C -1.29077 3.78379 2.41320
C -1.92200 2.70450 0.24030
C -1.17815 3.82310 -0.43172
C -2.62686 1.74152 -0.49945
C -2.50541 1.68714 -1.99465
C -3.49524 0.84189 0.15907
C -4.32561 -0.09351 -0.68681
C -3.67481 0.91971 1.55895
C -4.78646 0.13729 2.21908
H -4.01462 2.81522 3.86578
H -2.35265 2.47927 4.30186
H -3.53294 1.18521 4.28816
H -1.94092 4.64752 2.57190
H -0.41023 4.12871 1.88152
H -0.96923 3.44044 3.39074
H -0.10722 3.78039 -0.24540
H -1.52804 4.77460 -0.03057
H -1.33659 3.84491 -1.50250
H -3.28840 2.29407 -2.45644
H -2.62525 0.67532 -2.36834
H -1.54517 2.05663 -2.34688
H -4.95955 0.47736 -1.36729
H -4.98786 -0.72427 -0.10371
H -3.70241 -0.73377 -1.31472
H -4.89506 -0.87661 1.84122
H -5.73851 0.63302 2.01185
H -4.68404 0.07636 3.29696
N 0.63521 -1.72496 1.55479
C 1.02020 -2.69717 2.61439
C 0.21122 -3.97957 2.56114
C -1.30424 -3.80338 2.63101
C -1.95293 -3.38767 1.30597
N -2.53951 -2.01700 1.36463
H 0.69949 -2.21797 0.66464
H 1.40403 -1.05592 1.48418
H 0.92140 -2.21130 3.58214
H 2.08395 -2.93343 2.49592
H 0.54660 -4.60518 3.38969
H 0.46749 -4.54066 1.65781
H -1.55568 -3.06909 3.40428
H -1.75593 -4.73726 2.96339
H -2.74900 -4.08435 1.03002
H -1.23234 -3.39265 0.48441
H -3.13305 -1.97133 2.19339
H -3.17412 -1.91482 0.57241
Cl 0.31646 0.97299 3.00575
C -0.97634 -0.23082 3.54467
H -1.60217 0.28834 4.26400
H -0.43151 -1.02343 4.04356
C 2.43772 2.66480 0.56465
Si 3.35091 1.12409 -0.02225
C 4.88616 1.57729 -0.98761
C 3.82804 0.09442 1.48214
Si 1.84784 -0.03806 -1.42437
Si 1.61843 1.12902 -3.49213
C 3.14473 0.92599 -4.55395
C 0.12745 0.46110 -4.41980
C 1.40127 2.94436 -3.07613
Si 2.34680 -2.32504 -1.88247
C 2.72830 -3.37354 -0.35906
C 0.88920 -3.12755 -2.76229
C 3.87971 -2.29910 -2.95094
H 2.83265 2.99959 1.52450
H 1.37236 2.46760 0.69487
H 2.54642 3.48485 -0.14408
H 5.58886 2.10676 -0.34367
H 4.65175 2.23052 -1.82681
H 5.39767 0.69980 -1.37977
H 4.63015 0.61235 2.01193
H 4.20255 -0.89340 1.22636
H 3.01355 -0.01171 2.20384
H 3.17008 -0.03405 -5.06285
H 4.07038 1.04152 -3.99248
H 3.13174 1.69629 -5.32716
H 0.31314 -0.54463 -4.78885
H -0.07983 1.08527 -5.29075
H -0.77434 0.43668 -3.81221
H 2.35449 3.38358 -2.78136
H 0.71103 3.08995 -2.25097
H 1.03410 3.50554 -3.93457
H 1.83737 -3.78942 0.11515
H 3.31620 -2.85396 0.39374
H 3.31455 -4.23405 -0.68450
H 0.02551 -3.24413 -2.10339
H 1.16411 -4.13505 -3.07790
H 0.57206 -2.58447 -3.64883
H 4.72748 -1.87800 -2.41046
H 3.74936 -1.72927 -3.86422
H 4.14727 -3.31954 -3.22900
N -0.87509 -0.73776 -0.75707
C 0.15398 -0.01157 -0.50124
H -0.89970 -1.35518 -1.57456
*
```

Gap between HOMO and LUMO (Ha): 0.29306
HOMO energy (eV): -13.49
LUMO (eV): -5.518
Calculated total energy (a.u.): -2893.9455
Energy relative to the best compared isomer or geometry (same formula, charge and spin) (kcal per mole): 1.4

Atomic partial charges in e from the Mulliken method, atoms 1 to 4:
1 Zr -0.720
2 C -2.022
3 C 0.941
4 C 1.369